85
Properties=species:S:1:pos:R:3 method="wB97M-V/def2-TZVPD" homo_lumo_gap_ev="3.728 / 3.710" total_charge=-1 de_lowest_ev=0.870
Ca 0.013 -0.318 -0.623
C 2.972 -1.334 0.835
C 2.720 -1.912 -0.403
C 1.636 -2.897 -0.180
C 1.320 -2.832 1.170
C 2.150 -1.900 1.821
C 2.284 -1.709 3.302
C 0.915 -1.768 3.988
C 3.160 -2.846 3.859
C 2.971 -0.379 3.616
C 1.015 -3.942 -1.090
C 0.220 -3.306 -2.237
C 0.015 -4.821 -0.318
C 2.088 -4.899 -1.642
C 3.689 -1.636 -1.540
C 3.136 -1.751 -2.958
C 4.232 -0.200 -1.431
C 4.878 -2.602 -1.369
H 3.744 -0.618 1.040
H 0.602 -3.448 1.680
H 0.473 -2.755 3.883
H 0.232 -1.042 3.546
H 1.021 -1.554 5.051
H 2.725 -3.816 3.633
H 3.249 -2.747 4.939
H 4.153 -2.804 3.416
H 2.459 0.449 3.130
H 4.002 -0.396 3.272
H 2.972 -0.203 4.689
H -0.715 -2.881 -1.855
H -0.035 -4.055 -2.988
H 0.775 -2.516 -2.729
H -0.776 -4.218 0.126
H 0.511 -5.390 0.465
H -0.446 -5.524 -1.010
H 2.742 -4.417 -2.359
H 1.613 -5.744 -2.138
H 2.701 -5.280 -0.827
H 2.346 -1.015 -3.100
H 2.752 -2.733 -3.201
H 3.921 -1.523 -3.678
H 3.414 0.517 -1.348
H 4.802 0.044 -2.325
H 4.892 -0.067 -0.579
H 4.563 -3.636 -1.460
H 5.322 -2.479 -0.383
H 5.638 -2.403 -2.123
C -5.016 0.769 5.435
C -4.055 1.764 5.406
C -3.022 1.721 4.486
C -2.927 0.664 3.587
C -3.911 -0.324 3.613
C -4.952 -0.269 4.520
P -1.625 0.427 2.302
C -0.412 1.746 2.699
C 0.116 1.836 3.987
C 1.085 2.777 4.285
C 1.575 3.611 3.294
C 1.081 3.509 2.004
C 0.096 2.583 1.707
C -2.495 1.118 0.853
C -3.508 2.070 0.966
C -4.173 2.493 -0.169
C -3.856 1.937 -1.398
C -2.842 0.997 -1.498
C -2.130 0.573 -0.382
H -5.810 0.796 6.171
H -4.116 2.585 6.108
H -2.294 2.518 4.469
H -3.852 -1.140 2.903
H -5.714 -1.038 4.518
H -0.247 1.176 4.764
H 1.453 2.872 5.296
H 2.342 4.335 3.523
H 1.451 4.161 1.224
H -0.298 2.537 0.696
H -3.768 2.487 1.933
H -4.943 3.250 -0.093
H -4.394 2.246 -2.283
H -2.630 0.579 -2.478
Se -1.050 2.181 -6.347
Sb 0.153 0.508 -4.977
Se 2.237 -0.165 -6.152
Se -1.389 -1.425 -4.659
Se 0.780 1.478 -2.662

=====

84
Properties=species:S:1:pos:R:3 method="wB97M-V/def2-TZVPD" multiplicity=8 homo_lumo_gap_ev="6.054 / 6.265" total_charge=+1
C -2.326 4.500 -0.288
C -1.250 3.868 0.408
C -0.354 3.332 -0.568
H -1.076 3.907 1.484
C -0.886 3.607 -1.866
C -2.098 4.336 -1.697
H -2.688 4.789 -2.494
H -3.086 5.128 0.181
H 0.627 2.907 -0.375
H -0.391 3.361 -2.809
Gd -2.469 2.008 -0.740
Si 2.769 -2.252 0.001
C 2.941 -3.391 1.463
C 2.499 -4.726 1.392
H 1.941 -5.068 0.517
C 2.782 -5.609 2.442
H 2.457 -6.651 2.380
C 3.494 -5.174 3.570
H 3.739 -5.873 4.376
C 3.872 -3.828 3.663
H 4.395 -3.473 4.556
C 3.590 -2.934 2.624
H 3.865 -1.873 2.706
C 3.519 -3.062 -1.498
C 4.859 -3.485 -1.357
H 5.352 -3.400 -0.382
C 5.567 -3.984 -2.461
H 6.614 -4.268 -2.343
C 4.932 -4.121 -3.702
H 5.481 -4.530 -4.559
C 3.592 -3.728 -3.833
H 3.091 -3.844 -4.798
C 2.886 -3.184 -2.748
H 1.846 -2.855 -2.860
H 3.672 -1.122 0.269
Si 0.750 -0.939 -0.181
C 1.516 0.347 -1.321
C 2.704 1.032 -0.997
H 3.147 0.929 -0.003
C 3.403 1.745 -1.980
H 4.335 2.262 -1.716
C 2.929 1.774 -3.297
H 3.507 2.274 -4.081
C 1.698 1.183 -3.599
H 1.287 1.250 -4.609
C 0.998 0.484 -2.617
H 0.068 -0.011 -2.894
C 0.688 -0.405 1.617
C 1.055 0.921 1.877
H 1.105 1.636 1.042
C 1.449 1.307 3.163
H 1.803 2.325 3.327
C 1.394 0.376 4.211
H 1.733 0.669 5.210
C 0.884 -0.909 3.988
H 0.806 -1.607 4.826
C 0.519 -1.299 2.689
H 0.198 -2.321 2.473
H 0.512 -2.326 -0.589
Cl -1.491 -0.555 -0.771
C -5.002 1.303 -2.172
N -4.854 2.419 -1.199
C -5.357 3.660 -1.834
C -5.635 2.151 0.074
C -4.738 2.183 1.319
N -3.669 1.142 1.234
C -2.732 1.295 2.374
C -4.266 -0.220 1.300
H -4.691 1.647 -3.170
H -6.061 0.993 -2.220
H -4.396 0.421 -1.875
H -5.182 4.519 -1.172
H -4.820 3.827 -2.774
H -6.437 3.551 -2.041
H -6.387 2.950 0.172
H -6.177 1.196 -0.017
H -4.260 3.175 1.418
H -5.364 2.003 2.218
H -3.284 1.201 3.331
H -1.950 0.523 2.318
H -2.260 2.291 2.342
H -4.873 -0.420 0.406
H -3.454 -0.954 1.344
H -4.903 -0.303 2.200

=====

88
Properties=species:S:1:pos:R:3 method="wB97M-V/def2-TZVPD" multiplicity=6 homo_lumo_gap_ev="6.961 / 4.739" total_charge=+1 de_lowest_ev=0.793
Ir 0.034 -0.545 -0.380
C -0.828 -4.304 -0.823
N 0.189 -3.635 -1.619
C 1.582 -3.840 -1.231
C 1.849 -3.583 0.235
N 1.933 -2.172 0.686
C 1.582 -2.178 2.143
C 3.144 -1.528 0.361
C 4.276 -1.651 1.168
C 5.485 -1.057 0.790
C 5.575 -0.322 -0.396
C 4.435 -0.235 -1.228
C 3.210 -0.791 -0.846
S 1.704 -0.492 -1.755
C -0.064 -3.169 -2.889
C 0.665 -3.624 -4.011
C 0.218 -3.384 -5.294
C -0.900 -2.574 -5.512
C -1.555 -1.972 -4.408
C -1.079 -2.169 -3.083
S -1.622 -1.271 -1.679
H -1.832 -4.065 -1.210
H -0.803 -3.967 0.210
H -0.696 -5.392 -0.838
H 2.220 -3.223 -1.848
H 1.839 -4.888 -1.440
H 2.821 -4.053 0.435
H 1.127 -4.067 0.878
H 2.240 -2.840 2.714
H 0.551 -2.535 2.251
H 1.603 -1.152 2.519
H 4.215 -2.177 2.105
H 6.380 -1.173 1.421
H 6.517 0.162 -0.669
H 4.467 0.316 -2.158
H 1.554 -4.239 -3.852
H 0.716 -3.890 -6.130
H -1.267 -2.386 -6.531
H -2.432 -1.356 -4.549
C -0.447 2.050 -2.768
C -1.668 2.726 -2.117
C -2.979 1.965 -2.311
C -1.341 3.177 -0.706
C -1.357 4.567 -0.501
C -1.192 5.128 0.745
C -1.042 4.255 1.818
C -1.032 2.884 1.696
C -0.925 2.152 3.010
C -2.148 2.244 3.967
C 0.211 2.683 3.916
C -1.101 2.295 0.398
N -1.333 0.887 0.330
C -2.548 0.410 0.841
C -3.694 1.170 0.968
C -4.900 0.693 1.469
C -5.039 -0.631 1.835
C -3.898 -1.437 1.776
C -2.702 -0.896 1.346
F -1.603 -1.708 1.436
H -0.658 1.812 -3.806
H -0.184 1.129 -2.258
H 0.415 2.710 -2.711
H -1.790 3.697 -2.623
H -2.891 0.920 -2.007
H -3.282 1.953 -3.369
H -3.785 2.411 -1.722
H -1.538 5.203 -1.363
H -1.217 6.215 0.914
H -0.964 4.649 2.845
H -0.749 1.099 2.794
H -2.339 3.281 4.290
H -1.913 1.652 4.853
H -3.072 1.852 3.523
H -0.079 3.585 4.452
H 1.102 2.934 3.337
H 0.438 1.947 4.669
H -3.633 2.198 0.620
H -5.730 1.389 1.545
H -6.010 -1.027 2.165
H -3.897 -2.507 2.017
N 2.836 2.514 0.515
C 2.502 1.443 1.302
N 3.340 1.195 2.371
O 1.462 0.748 1.143
H 3.676 3.080 0.604
H 2.305 2.636 -0.326
H 4.221 1.657 2.544
H 3.120 0.431 2.999

=====

91
Properties=species:S:1:pos:R:3 method="wB97M-V/def2-TZVPD" homo_lumo_gap_ev=4.168 de_lowest_ev=0.355
Tl 1.938 1.880 2.544
N 1.418 -1.364 -0.194
C 0.054 -1.282 -0.186
C -0.667 -1.359 -1.388
C -2.050 -1.380 -1.400
C -2.757 -1.301 -0.208
C -2.046 -1.226 0.988
C -0.660 -1.224 1.035
C 0.032 -1.341 2.358
C -0.309 -2.488 3.087
C 0.248 -2.747 4.330
C 1.151 -1.836 4.855
C 1.476 -0.702 4.120
C 0.960 -0.403 2.852
H 1.913 -1.068 0.637
H 1.890 -1.107 -1.048
H -0.111 -1.445 -2.316
H -2.570 -1.472 -2.350
H -3.840 -1.356 -0.193
H -2.582 -1.195 1.931
H -1.011 -3.198 2.660
H -0.021 -3.644 4.875
H 1.601 -2.007 5.828
H 2.184 -0.009 4.580
F -4.775 2.255 0.560
C -3.774 2.150 -0.371
C -2.482 2.317 0.030
C -1.454 2.130 -0.887
C -0.056 2.221 -0.391
O 0.132 2.658 0.739
C 0.942 1.755 -1.331
C 0.556 1.495 -2.601
N -0.717 1.578 -3.092
C -0.986 1.171 -4.444
C -0.110 1.706 -5.530
C -1.526 2.189 -5.408
C -1.757 1.806 -2.213
C -3.095 1.681 -2.605
C -4.114 1.823 -1.683
N -5.443 1.486 -2.101
C -5.766 0.079 -2.010
C -6.344 -0.274 -0.648
N -7.610 0.535 -0.478
C -7.366 2.024 -0.565
C -6.571 2.348 -1.833
C 2.404 1.424 -0.997
O 3.105 1.059 -1.957
O 2.742 1.483 0.207
H -2.225 2.546 1.056
H 1.318 1.176 -3.301
H -1.339 0.149 -4.539
H 0.144 1.036 -6.338
H 0.677 2.388 -5.240
H -2.253 1.861 -6.137
H -1.676 3.187 -5.021
H -3.357 1.422 -3.620
H -4.870 -0.513 -2.180
H -6.494 -0.183 -2.791
H -5.669 0.018 0.155
H -6.609 -1.325 -0.550
H -8.049 0.317 0.415
H -8.269 0.256 -1.208
H -6.836 2.296 0.338
H -8.342 2.509 -0.584
H -6.234 3.381 -1.761
H -7.257 2.293 -2.689
C 6.017 -2.579 4.904
C 5.024 -1.656 4.236
O 5.676 -1.020 3.136
P 4.704 -0.152 2.130
O 3.926 -1.355 1.365
C 4.618 -2.402 0.670
C 3.904 -3.709 0.939
O 5.917 0.207 1.123
C 5.824 1.376 0.284
C 7.229 1.819 -0.045
H 5.556 -3.072 5.762
H 6.887 -2.020 5.249
H 6.356 -3.344 4.205
H 4.666 -0.896 4.938
H 4.150 -2.213 3.885
H 5.657 -2.442 0.999
H 4.608 -2.157 -0.395
H 3.945 -3.955 2.002
H 4.373 -4.519 0.377
H 2.858 -3.632 0.644
H 5.271 2.158 0.810
H 5.251 1.126 -0.609
H 7.777 2.085 0.859
H 7.198 2.689 -0.704
H 7.773 1.022 -0.554

=====

94
Properties=species:S:1:pos:R:3 method="wB97M-V/def2-TZVPD" homo_lumo_gap_ev=3.229 de_lowest_ev=3.258
Pb -0.739 -0.214 0.473
Cl -0.851 4.484 2.997
C 0.041 3.280 3.730
C 0.587 3.592 4.980
C 1.354 2.680 5.694
Cl 1.614 2.970 7.381
C 1.634 1.386 5.107
C 2.522 0.485 5.718
C 2.775 -0.706 5.066
C 2.160 -0.974 3.847
N 1.417 -0.070 3.185
C 1.116 1.077 3.832
C 0.235 1.990 3.124
O -0.473 1.616 2.122
H 0.423 4.558 5.410
H 3.097 0.660 6.639
H 3.409 -1.447 5.507
H 2.238 -1.962 3.318
C -0.501 4.050 -0.760
C -1.851 3.377 -0.805
C -2.995 4.083 -1.156
C -4.229 3.457 -0.995
C -4.309 2.174 -0.584
C -3.089 1.400 -0.495
N -1.890 2.072 -0.513
N -3.086 0.130 -0.126
Si -4.531 -0.930 0.058
C -3.967 -2.722 0.117
C -5.499 -0.453 1.610
C -5.504 -0.877 -1.568
H -0.535 4.951 -0.077
H -0.103 4.434 -1.693
H 0.202 3.318 -0.329
H -2.893 5.140 -1.403
H -5.108 4.005 -1.295
H -5.287 1.745 -0.365
H -3.250 -2.781 0.924
H -3.471 -2.918 -0.821
H -4.757 -3.457 0.208
H -6.546 -0.524 1.473
H -5.256 0.568 1.910
H -5.216 -1.111 2.475
H -5.597 0.152 -1.866
H -6.533 -1.279 -1.420
H -4.968 -1.477 -2.317
Br -3.721 -3.133 -4.602
C -2.229 -3.488 -3.540
C -2.059 -4.761 -3.045
C -1.307 -4.898 -1.888
C -0.601 -3.817 -1.414
N -0.536 -2.626 -2.053
C -1.392 -2.463 -3.091
H -2.574 -5.606 -3.544
H -1.312 -5.815 -1.352
H -0.062 -3.891 -0.491
H -1.283 -1.537 -3.638
C 2.767 1.729 0.198
Si 2.608 0.759 -1.446
C 3.726 -0.823 -1.170
C 5.151 -0.546 -1.744
C 3.913 -1.189 0.306
C 3.018 -2.031 -1.855
C 2.815 1.716 -3.096
C 3.956 2.788 -2.858
C 3.248 0.855 -4.368
C 1.444 2.305 -3.387
H 3.724 2.239 0.214
H 2.668 1.086 1.037
H 1.972 2.482 0.315
H 5.533 0.387 -1.227
H 5.105 -0.479 -2.840
H 5.746 -1.447 -1.537
H 4.413 -0.412 0.946
H 4.667 -2.020 0.338
H 2.977 -1.500 0.764
H 3.024 -1.943 -2.958
H 1.986 -2.130 -1.494
H 3.553 -2.927 -1.511
H 4.943 2.389 -2.592
H 3.621 3.415 -1.997
H 4.089 3.436 -3.729
H 4.270 0.400 -4.381
H 3.205 1.588 -5.193
H 2.468 0.166 -4.628
H 1.456 3.301 -2.905
H 0.603 1.740 -2.976
H 1.323 2.348 -4.481
O -1.689 -1.635 2.053
N -0.624 -2.506 2.135
C -1.082 -3.577 2.814
C -2.250 -3.653 3.644
N -3.165 -3.809 4.363
C -0.262 -4.721 2.851
N 0.368 -5.680 2.740

=====

Number 1: M 972.38 g mol⁻¹, total energy -12224.49297 a.u.. Number 2: M 740.62 g mol⁻¹, total energy -3273.50601 a.u.. Number 3: M 825.11 g mol⁻¹, total energy -2708.77768 a.u.. Number 4: M 870.11 g mol⁻¹, total energy -2643.63704 a.u.. Number 5: M 1008.97 g mol⁻¹, total energy -6159.96646 a.u..